Density functional theory data (wB97M-V/def2-TZVPD) for a structure of composition C32H34N2OPS3SiTa at a distorted geometry.

Atoms and positions in Å:
Ta -0.621 1.182 1.352
C 2.213 1.955 3.191
C 3.281 1.156 2.494
C 4.432 0.806 3.185
C 5.458 0.112 2.557
C 5.348 -0.252 1.225
C 4.205 0.084 0.515
C 3.179 0.785 1.142
P 1.736 1.371 0.239
C 1.595 0.445 -1.318
C 1.490 -0.935 -1.112
C 1.320 -1.812 -2.166
C 1.249 -1.303 -3.456
C 1.342 0.062 -3.663
C 1.511 0.969 -2.614
C 1.575 2.436 -2.943
C 1.956 3.148 0.090
C 3.185 3.749 -0.176
C 3.278 5.127 -0.190
C 2.150 5.898 0.081
C 0.936 5.299 0.372
C 0.823 3.910 0.390
C -0.474 3.213 0.694
H 2.310 1.892 4.274
H 1.199 1.569 2.973
H 2.231 3.008 2.905
H 4.533 1.082 4.227
H 6.349 -0.144 3.116
H 6.149 -0.790 0.738
H 4.114 -0.197 -0.527
H 1.584 -1.320 -0.102
H 1.259 -2.879 -1.991
H 1.128 -1.967 -4.301
H 1.288 0.448 -4.673
H 1.411 2.582 -4.009
H 2.543 2.868 -2.693
H 0.819 3.011 -2.407
H 4.062 3.141 -0.366
H 4.224 5.607 -0.399
H 2.224 6.977 0.076
H 0.071 5.910 0.596
H -1.084 3.156 -0.223
H -1.087 3.800 1.397
C -4.493 -0.843 0.958
Si -3.861 0.623 0.013
C -3.357 0.249 -1.740
C -4.860 2.167 0.211
O -2.325 0.975 0.793
H -5.352 -1.296 0.460
H -4.813 -0.553 1.961
H -3.713 -1.598 1.066
H -4.156 -0.240 -2.299
H -2.484 -0.409 -1.766
H -3.104 1.166 -2.276
H -5.851 2.033 -0.228
H -4.391 3.011 -0.298
H -5.000 2.428 1.260
S 0.460 -6.003 0.210
C 0.045 -4.516 0.899
S 1.098 -3.475 1.760
C -0.176 -2.295 1.818
N -1.296 -2.686 1.294
N -1.156 -3.939 0.788
C -2.259 -4.598 0.172
C -3.054 -3.908 -0.731
C -4.060 -4.604 -1.374
C -4.269 -5.958 -1.109
C -3.488 -6.624 -0.184
C -2.477 -5.939 0.483
S 0.120 -0.809 2.674
H -2.864 -2.864 -0.940
H -4.680 -4.098 -2.101
H -5.062 -6.485 -1.622
H -3.674 -7.663 0.050
H -1.941 -6.408 1.300

Forces on atoms 1 to 2 (eV/Å):
Ta -0.52 -1.21 0.67
C 0.30 0.22 0.02

The charge is +2. Its orbital gap (alpha / beta) is 3.329 / 3.331 eV. For the lowest unoccupied orbital energy (alpha / beta), the calculation gives -9.052 / -9.051 eV.

Density functional theory data (wB97M-V/def2-TZVPD) for the molecule C5H7NO.

Atoms and positions in Å:
C 1.434 -0.624 1.148
C 0.638 -1.214 0.019
C -0.550 -0.815 -0.436
C -1.366 0.330 0.102
N -1.306 1.507 -0.745
C -0.450 2.074 -1.378
O 0.288 2.715 -2.032
H 1.588 -1.363 1.942
H 2.427 -0.326 0.792
H 0.962 0.258 1.591
H 1.108 -2.060 -0.483
H -0.985 -1.332 -1.291
H -1.051 0.610 1.113
H -2.419 0.040 0.169

Forces on atoms 1 to 2 (eV/Å):
C -0.01 0.07 0.05
C -0.14 0.04 -0.07

The charge is 0. Its orbital gap is 10.626 eV. For the lowest unoccupied orbital energy, the calculation gives 0.815 eV.

Density functional theory data (wB97M-V/def2-TZVPD) for a cluster of 2 separate species, C35H33NO3P in total at a distorted geometry.

Atoms and positions in Å:
C -0.319 3.857 -4.960
O 0.896 3.600 -4.227
C 0.845 2.672 -3.231
C 2.019 2.508 -2.465
C 2.005 1.679 -1.360
C 0.846 0.973 -0.992
P 0.712 -0.031 0.537
C 2.467 0.110 1.126
C 2.917 1.108 2.011
C 4.257 1.241 2.328
C 5.210 0.375 1.747
O 6.517 0.636 2.030
C 7.524 -0.184 1.408
C 4.771 -0.674 0.901
C 3.420 -0.788 0.593
C -0.027 1.230 1.663
C -0.316 0.850 2.993
C -0.751 1.782 3.927
C -0.893 3.139 3.544
O -1.230 4.143 4.402
C -1.424 3.816 5.791
C -0.654 3.515 2.204
C -0.218 2.572 1.291
C -0.303 1.089 -1.804
C -0.311 1.917 -2.917
H -0.024 4.593 -5.706
H -0.688 2.944 -5.448
H -1.097 4.269 -4.302
H 2.912 3.060 -2.745
H 2.910 1.600 -0.762
H 2.215 1.811 2.455
H 4.600 2.018 3.010
H 8.459 0.205 1.806
H 7.403 -1.241 1.682
H 7.504 -0.079 0.314
H 5.500 -1.374 0.486
H 3.102 -1.584 -0.084
H -0.180 -0.187 3.307
H -0.970 1.482 4.955
H -1.715 4.763 6.242
H -2.223 3.072 5.918
H -0.494 3.447 6.245
H -0.805 4.553 1.916
H -0.002 2.901 0.277
H -1.209 0.532 -1.561
H -1.209 2.006 -3.534
C -4.949 -3.424 -2.015
N -3.637 -3.053 -1.482
C -2.619 -2.841 -2.395
C -2.835 -3.014 -3.772
C -1.778 -2.892 -4.676
C -0.474 -2.635 -4.214
C -0.242 -2.439 -2.863
C -1.303 -2.486 -1.921
C -1.108 -2.241 -0.553
C -2.090 -2.649 0.360
C -3.411 -2.998 -0.117
C -4.402 -3.329 0.825
C -4.110 -3.375 2.188
C -2.804 -3.132 2.646
C -1.812 -2.777 1.745
H -5.659 -3.594 -1.211
H -5.345 -2.625 -2.654
H -4.888 -4.344 -2.609
H -3.832 -3.256 -4.142
H -1.969 -3.012 -5.742
H 0.351 -2.585 -4.925
H 0.766 -2.259 -2.485
H -0.110 -1.966 -0.194
H -5.420 -3.562 0.516
H -4.907 -3.616 2.891
H -2.579 -3.216 3.708
H -0.786 -2.608 2.080

Forces on atoms 1 to 2 (eV/Å):
C 0.50 -0.09 0.26
O -0.51 -0.45 0.04

The charge is +1. Its orbital gap is 5.212 eV. For the lowest unoccupied orbital energy, the calculation gives -4.596 eV.

Density functional theory data (wB97M-V/def2-TZVPD) for a structure of composition C18H29N6O6Ti.

Atoms and positions in Å:
Ti -0.470 -0.588 0.700
N 0.722 2.261 2.874
C 1.497 1.254 3.588
C 0.880 -0.142 3.823
O 1.106 -0.660 4.939
N 0.250 -0.684 2.790
C -0.358 -1.987 3.090
C -1.791 -2.177 2.556
O -2.438 -3.152 2.939
O -2.214 -1.304 1.705
H 0.392 1.897 1.982
H -0.137 2.419 3.392
H 2.457 1.112 3.075
H 1.743 1.638 4.582
H 0.235 -2.802 2.654
H -0.387 -2.164 4.167
N -1.994 -1.011 -1.389
C -2.310 -2.325 -1.940
C -1.710 -3.429 -1.074
C -0.189 -3.272 -0.967
O 0.534 -3.895 -1.759
O 0.226 -2.508 -0.041
H -2.365 -0.979 -0.433
H -2.456 -0.253 -1.878
H -1.890 -2.393 -2.950
H -3.397 -2.488 -2.018
H -1.930 -4.391 -1.543
H -2.165 -3.397 -0.081
C 1.399 0.070 -1.926
C 2.639 0.522 -2.733
N 3.810 0.645 -1.857
C 4.013 -0.637 -1.172
C 2.785 -1.002 -0.306
N 1.737 0.008 -0.502
C 2.234 1.313 -0.064
C 3.518 1.670 -0.849
H 1.059 -0.926 -2.221
H 0.553 0.753 -2.039
H 2.474 1.496 -3.205
H 2.876 -0.194 -3.525
H 4.921 -0.556 -0.566
H 4.191 -1.398 -1.937
H 3.024 -1.017 0.761
H 2.359 -1.972 -0.556
H 2.424 1.254 1.008
H 1.433 2.038 -0.212
H 4.383 1.741 -0.182
H 3.417 2.632 -1.361
O -0.853 1.428 0.325
N -1.985 1.845 -0.282
C -3.219 1.562 0.280
C -4.355 2.082 -0.270
C -4.308 2.948 -1.398
C -3.021 3.295 -1.868
C -1.891 2.768 -1.307
H -3.177 0.882 1.120
H -5.299 1.808 0.185
H -5.204 3.368 -1.830
H -2.900 3.996 -2.686
H -0.881 2.998 -1.610

Forces on atoms 1 to 2 (eV/Å):
Ti 0.66 -0.09 -0.36
N -0.13 0.07 -0.04

The charge is -2. As for the expectation value of S²: 3.7673. Its orbital gap (alpha / beta) is 4.357 / 6.771 eV. The spin multiplicity is 4. For the lowest unoccupied orbital energy (alpha / beta), the calculation gives 4.655 / 4.633 eV.

Density functional theory data (wB97M-V/def2-TZVPD) for a cluster of 4 separate species, CH4N2S in total at a distorted geometry.

Atoms and positions in Å:
C -0.620 1.158 0.970
N 1.891 -1.372 -0.438
N 2.052 -0.715 0.445
S 0.738 1.251 0.048
H -0.545 1.649 1.981
H -1.327 0.502 0.537
H -1.417 -1.511 -1.742
H -0.772 -0.963 -1.801

Forces on atoms 1 to 2 (eV/Å):
C 3.39 0.98 -0.09
N 0.66 1.58 2.56

The charge is 0. Its orbital gap is 8.438 eV. For the lowest unoccupied orbital energy, the calculation gives -0.521 eV.

Density functional theory data (wB97M-V/def2-TZVPD) for a structure of composition C34H35Br2N5O2Os at a distorted geometry.

Atoms and positions in Å:
Os 0.072 -0.278 0.131
Br -1.029 6.949 -1.173
C -0.804 5.084 -1.163
C -0.550 4.408 -2.361
C -0.394 3.039 -2.374
C -0.453 2.311 -1.188
O -0.297 0.981 -1.263
C -0.713 2.983 0.022
C -0.910 2.305 1.269
N -0.659 1.058 1.501
C -0.945 0.464 2.773
C -1.270 1.130 3.925
C -1.569 0.413 5.101
C -1.543 -0.952 5.121
C -1.183 -1.667 3.956
C -1.126 -3.079 3.888
C -0.759 -3.690 2.722
C -0.421 -2.900 1.614
N -0.468 -1.581 1.645
C -0.865 -0.946 2.795
C -0.903 4.379 0.009
H -0.486 4.969 -3.284
H -0.211 2.507 -3.298
H -1.335 2.902 2.071
H -1.305 2.210 3.963
H -1.828 0.964 5.994
H -1.791 -1.498 6.022
H -1.378 -3.663 4.764
H -0.713 -4.766 2.636
H -0.101 -3.348 0.681
H -1.125 4.895 0.934
C 0.740 -2.559 -7.467
C 1.808 -3.012 -6.456
C 1.918 -4.546 -6.475
C 3.154 -2.415 -6.862
C 1.377 -2.578 -5.067
C 2.150 -1.717 -4.279
C 1.728 -1.381 -3.020
Br 2.861 -0.298 -1.987
C 0.512 -1.887 -2.472
O 0.178 -1.671 -1.231
C -0.327 -2.713 -3.297
C 0.159 -3.040 -4.542
C -1.721 -3.240 -2.918
C -1.620 -4.761 -2.725
C -2.358 -2.635 -1.661
C -2.691 -2.932 -4.074
H 1.046 -2.860 -8.469
H 0.625 -1.474 -7.459
H -0.233 -3.010 -7.269
H 2.231 -4.871 -7.468
H 0.966 -5.030 -6.254
H 2.658 -4.897 -5.754
H 3.409 -2.759 -7.864
H 3.959 -2.731 -6.195
H 3.125 -1.324 -6.890
H 3.090 -1.331 -4.642
H -0.438 -3.686 -5.168
H -0.934 -5.011 -1.912
H -1.265 -5.260 -3.627
H -2.602 -5.167 -2.481
H -1.833 -2.909 -0.749
H -3.374 -3.023 -1.581
H -2.428 -1.547 -1.722
H -2.410 -3.415 -5.008
H -2.756 -1.857 -4.253
H -3.686 -3.293 -3.811
N 4.578 -2.140 2.334
C 3.827 -1.067 2.031
C 2.560 -1.199 1.425
N 1.836 -0.117 1.153
C 2.326 1.100 1.444
C 3.569 1.191 2.046
N 4.309 0.138 2.341
H 4.349 -3.060 2.004
H 5.505 -1.980 2.694
H 2.162 -2.163 1.147
H 1.745 1.965 1.173
H 3.977 2.164 2.290

Forces on atoms 1 to 2 (eV/Å):
Os 0.22 -0.71 -0.64
Br 0.00 -0.04 0.01

The charge is +2. Its orbital gap (alpha / beta) is 5.018 / 4.994 eV. For the lowest unoccupied orbital energy (alpha / beta), the calculation gives -8.218 / -8.244 eV.